[1]
Here is C39H32BCl77NO3P as an isolated structure from the Open Molecules 2025 dataset. Energies are from ωB97M-V/def2-TZVPD.

- Net charge: 0

The geometry in XYZ format:
```
154
Properties=species:S:1:pos:R:3:forces:R:3:mulliken_charge:R:1
N -1.297 -0.422 0.439 -0.007 -1.098 -3.007 -0.31
Cl -15.004 3.326 4.067 0.107 0.112 -0.306 -0.11
Cl -2.830 7.786 -2.879 -0.063 -0.247 -0.158 -0.11
O -0.474 1.509 -0.709 0.973 -4.869 2.085 -0.57
H -0.443 -6.935 -1.744 0.864 1.456 0.513 0.34
Cl 2.320 -8.058 7.498 -0.330 0.017 -0.037 -0.09
C 4.805 -1.656 -3.365 1.675 0.125 -2.005 -0.58
H 5.765 -1.191 -2.900 -1.557 -0.900 -0.698 0.64
Cl 7.380 2.596 9.389 -0.309 0.009 -0.042 -0.09
H -3.427 1.510 0.001 -0.337 -1.634 -1.283 0.32
H 2.503 -2.603 -4.285 -0.365 1.874 1.149 0.23
Cl -13.987 7.164 -3.112 0.260 -0.110 0.165 -0.11
Cl -3.179 -6.286 3.520 0.703 -0.176 -1.176 -0.05
Cl -0.109 1.278 6.232 0.086 0.294 0.038 -0.05
Cl -9.736 -0.973 2.098 0.016 -0.079 -0.328 -0.10
Cl 8.898 -3.614 -6.472 0.042 0.039 -0.315 -0.08
H 2.208 1.349 -1.458 -0.388 -2.063 -0.434 0.48
P 3.262 -0.765 -2.596 -0.177 0.749 0.245 2.06
O 3.408 -2.637 -0.220 -0.023 2.672 -0.656 -0.50
Cl 5.504 -3.732 1.634 0.080 -0.238 0.322 0.00
H -0.046 -5.509 -0.508 0.140 -0.981 -1.773 0.09
C 1.512 -3.847 4.608 -0.123 -0.070 0.319 -0.07
Cl -0.068 -6.523 8.106 0.110 -0.271 -0.153 -0.08
Cl 0.400 -5.227 4.472 0.526 0.809 0.215 0.15
Cl -3.015 -8.564 1.726 0.100 0.332 0.081 -0.10
H 6.665 2.203 -0.554 -2.125 -0.049 -1.578 0.53
C 2.050 -1.691 -3.713 -1.471 -0.819 -1.057 -1.25
C -11.649 -0.804 -4.770 -0.012 -0.042 -0.013 0.26
H 3.010 -2.318 0.626 0.690 -0.461 -0.665 0.01
C -3.951 -2.037 -2.358 -0.472 3.138 1.929 -0.67
C -8.001 3.721 -2.065 -0.139 0.146 -0.083 0.13
Cl 7.296 5.655 7.133 -0.062 0.230 -0.229 -0.03
C 6.440 -1.136 -5.432 -0.672 -0.586 -0.331 -0.53
C 4.870 1.679 -2.123 4.026 1.263 3.658 0.19
H 1.014 0.399 -2.492 1.466 -0.150 1.366 0.37
C -9.617 -1.416 0.381 0.048 0.021 0.021 0.20
Cl -13.798 2.501 1.558 -0.107 0.273 0.161 -0.05
H 6.532 0.019 -5.553 -0.029 -2.107 0.293 0.21
C -4.808 0.421 -1.634 1.773 -2.834 1.035 -0.40
Cl -13.220 5.127 2.653 -0.225 -0.229 0.015 -0.10
H -5.946 -0.995 -3.246 1.902 0.325 1.545 0.41
C 11.013 10.186 3.551 -0.012 -0.048 -0.050 0.30
C -3.189 6.275 -3.746 0.070 -0.005 0.011 0.23
Cl 7.300 -3.025 -8.822 0.287 -0.047 0.063 -0.12
Cl 5.923 -3.721 4.509 0.346 -0.088 -0.380 -0.08
Cl 1.986 -3.305 2.981 -0.052 -0.136 0.190 0.03
H 7.208 -1.554 -4.675 -1.200 0.856 -1.246 0.30
C 0.269 -4.943 -2.747 0.850 -0.293 1.445 -0.43
Cl -7.541 4.146 -3.729 -0.177 -0.162 0.323 -0.10
H 2.987 1.676 -3.455 1.592 -1.410 0.708 0.52
H 1.803 -0.038 0.600 -0.630 -0.655 -1.831 0.42
Cl -1.962 2.511 -5.231 -0.291 -0.459 -0.243 -0.07
Cl -10.945 -0.650 -0.522 0.222 -0.130 0.160 -0.03
H 0.008 -1.559 -2.541 1.273 -0.961 -0.620 -0.18
C 0.719 -2.305 -3.044 -0.180 -1.375 -0.629 -0.31
Cl -15.854 4.551 1.576 0.265 -0.116 0.162 -0.09
Cl 5.377 7.670 6.303 0.307 -0.152 -0.078 -0.11
Cl 5.527 -6.234 3.106 0.100 0.304 -0.001 -0.10
H 4.499 0.940 -4.174 -0.679 -0.166 1.353 0.44
C -5.041 -0.877 -2.525 3.227 -0.669 3.907 -0.35
Cl 0.701 -2.517 5.464 0.159 -0.206 -0.174 -0.07
C 7.010 7.022 6.032 0.012 0.042 0.142 0.29
H 1.310 -6.411 -1.396 -1.843 0.545 -0.052 0.27
C 5.766 2.135 -1.260 -4.447 -4.206 -4.803 -1.06
Cl -13.349 -0.591 -4.294 0.320 -0.034 -0.070 -0.10
Cl -5.423 -5.108 8.344 -0.054 -0.234 -0.215 -0.10
H 1.032 -1.474 -0.385 0.719 1.618 -0.116 -0.75
Cl -1.741 5.243 -3.759 -0.271 0.553 0.242 -0.06
Cl -9.080 4.972 -1.411 0.434 -0.274 -0.014 -0.02
Cl -2.905 -5.865 0.659 0.071 -0.166 0.273 -0.05
Cl -9.731 -3.183 0.215 0.011 0.326 0.017 -0.11
H -1.983 -2.784 -1.348 -1.286 1.838 0.066 0.13
C 6.235 -4.606 2.998 0.053 0.062 -0.063 0.24
H 2.157 -3.907 -2.125 -1.950 0.811 0.385 -0.04
Cl -5.451 -7.972 7.871 -0.029 0.313 -0.164 -0.10
Cl -11.503 -0.643 -6.535 -0.025 -0.025 0.339 -0.10
Cl -13.137 5.938 -0.621 0.154 0.131 -0.340 0.02
C -12.603 6.488 -2.225 -0.059 -0.072 -0.025 0.22
Cl 9.719 -1.509 -8.296 -0.164 -0.299 0.034 -0.10
H -0.962 -1.407 0.568 -0.175 1.249 0.139 0.46
C -0.223 0.356 -0.234 -0.505 3.049 -1.381 0.11
Cl -8.058 -0.859 -0.268 -0.256 -0.157 0.124 -0.02
Cl -8.841 2.154 -2.064 0.244 0.316 0.130 0.11
C 1.888 0.259 -1.728 -1.923 1.156 0.769 -1.75
Cl 11.516 10.751 1.942 -0.089 -0.093 0.304 -0.10
Cl 2.173 2.993 6.767 -0.554 -0.016 0.008 0.06
H -0.781 -4.691 -3.142 1.614 -0.371 0.558 0.32
Cl -3.721 0.644 -3.843 0.890 1.191 -2.287 0.23
Cl -4.523 5.432 -2.928 0.442 0.179 -0.196 0.06
C 8.954 -3.110 -8.175 0.063 0.001 0.015 0.37
Cl 4.936 4.051 9.976 0.126 -0.281 -0.157 -0.08
Cl -4.584 1.899 -6.322 0.219 -0.094 0.142 -0.13
C -2.712 -1.878 -1.382 -2.155 1.879 -0.427 0.16
Cl 4.683 2.369 1.059 -0.428 0.231 1.070 0.04
Cl -0.382 3.534 8.038 0.149 -0.113 -0.280 -0.11
Cl 9.617 4.713 -1.491 -0.233 0.076 -0.132 -0.11
Cl -0.673 -6.912 2.197 -0.503 -0.263 -0.346 -0.09
Cl 7.326 6.495 -1.582 0.155 -0.253 -0.138 -0.10
Cl -0.107 -9.418 8.327 0.119 0.261 -0.177 -0.10
C -2.443 -6.907 2.024 0.052 -0.030 -0.131 0.29
C 0.408 2.948 6.557 0.093 0.042 -0.042 0.20
Cl 4.985 1.154 10.174 0.121 0.267 -0.182 -0.11
Cl 0.033 -8.163 5.713 0.014 -0.240 0.346 -0.03
H 4.780 -2.643 -5.441 -0.019 1.927 1.049 0.43
Cl -3.661 6.650 -5.419 0.069 -0.082 0.283 -0.11
Cl 12.448 9.717 4.490 -0.267 0.087 -0.163 -0.09
C -14.469 3.876 2.463 -0.031 -0.067 0.010 0.32
Cl 5.744 4.201 3.049 -0.482 -0.562 -0.082 -0.03
H 0.951 -5.401 -3.576 -1.505 0.922 1.257 0.30
Cl 4.849 -3.488 -2.966 0.019 1.250 0.317 -0.18
C 0.545 -8.040 7.411 -0.003 0.035 0.026 0.28
Cl 10.153 11.492 4.396 0.145 -0.245 -0.139 -0.09
Cl 8.212 8.294 6.340 -0.294 -0.263 0.024 -0.07
Cl -11.352 7.738 -2.036 -0.207 -0.215 -0.025 -0.10
C 4.933 -1.590 -4.967 0.954 0.041 -0.706 -0.35
Cl -2.488 -0.112 -6.363 -0.090 0.128 0.063 -0.13
C -2.476 -0.590 -0.490 -4.041 0.339 -2.722 0.02
C 0.220 -6.027 -1.510 0.920 0.216 -0.698 -0.82
H 0.103 -2.745 -3.938 1.074 1.038 1.465 0.67
Cl -11.934 5.111 -3.128 -0.313 0.253 0.039 -0.03
C -5.716 -6.377 7.133 -0.053 0.074 0.128 0.33
H 5.893 -1.405 -0.318 -0.869 0.499 0.391 0.20
Cl 2.961 -4.338 5.515 -0.604 0.044 -0.166 -0.06
H 0.607 -3.497 -1.058 0.960 -0.123 -1.489 -0.05
C 5.606 2.559 9.278 -0.070 0.021 0.046 0.22
Cl -6.542 3.609 -1.055 -0.297 0.061 -0.086 -0.10
C 1.258 -0.347 -0.388 -2.013 0.852 0.709 0.73
C 1.030 -3.632 -2.120 -0.758 -0.303 -1.202 0.15
Cl -7.391 -6.264 6.550 0.333 -0.022 0.098 -0.10
Cl -11.093 -2.419 -4.275 -0.094 0.307 -0.067 -0.09
H -4.141 -2.994 -2.984 0.716 1.763 1.335 0.28
Cl 5.122 2.434 7.572 0.358 -0.022 0.278 0.02
C 8.177 5.180 -2.424 0.036 0.037 -0.270 0.31
C -3.189 1.238 -5.438 0.381 0.179 -0.051 0.13
C -3.570 0.568 -0.643 -0.114 -3.273 -1.624 0.02
Cl -4.597 -6.163 5.767 -0.777 -0.099 1.128 -0.07
H -5.564 1.284 -1.740 1.501 -1.567 0.310 0.00
Cl -0.048 3.988 5.190 0.022 -0.177 0.225 -0.09
Cl 2.908 3.578 3.014 0.286 -0.116 0.007 -0.06
Cl 7.092 3.777 -2.581 0.790 1.183 -0.357 -0.07
Cl 7.990 -4.738 2.743 -0.281 -0.001 0.050 -0.12
H 1.702 -0.932 -4.532 0.729 -1.142 1.465 0.45
Cl 9.899 -4.290 -9.110 -0.196 0.230 0.169 -0.11
B 3.955 -1.441 -0.894 1.298 -1.730 2.977 0.38
Cl 9.935 8.783 3.377 0.259 0.290 -0.049 -0.03
Cl 8.672 5.733 -4.041 -0.023 -0.021 0.246 -0.11
H 6.629 -1.676 -6.447 -0.148 1.333 1.763 -0.15
Cl -10.652 0.435 -3.977 -0.236 -0.242 -0.281 0.00
Cl 4.827 1.564 3.847 -0.045 0.192 -0.099 -0.06
C 3.885 0.970 -3.210 1.680 2.159 -0.054 -0.73
H 4.154 -0.868 -5.437 1.243 -1.226 0.837 0.23
Cl 7.154 6.466 4.348 0.250 0.482 0.407 -0.06
O 5.092 -0.841 -0.194 -1.260 -1.269 -1.919 -0.46
C 4.541 2.928 2.741 -0.131 -0.048 -0.123 0.02
```
Positions in Å, forces in eV/Å.


[2]
Here is C39H32N2OP2Te2Y as an isolated structure from the Open Molecules 2025 dataset. Energies are from ωB97M-V/def2-TZVPD.

- Net charge: +1

The geometry in XYZ format:
```
79
Properties=species:S:1:pos:R:3:forces:R:3:mulliken_charge:R:1
H -0.711 -4.163 -0.656 0.018 0.082 -0.009 0.31
H 5.200 -1.561 2.948 -0.006 0.016 0.001 0.41
C -3.896 2.317 0.369 0.086 0.065 -0.027 -0.56
H -1.418 -8.631 3.045 -0.008 0.003 -0.015 0.40
H 3.413 3.268 -2.834 -0.029 0.010 -0.028 0.46
H 0.810 -8.314 2.030 -0.007 0.001 0.015 0.41
C 1.641 0.496 -2.023 0.027 -0.110 0.065 0.60
H 2.144 0.040 -5.342 -0.017 -0.008 0.019 0.47
H -0.042 5.036 5.060 0.008 -0.011 -0.002 0.38
H -2.436 0.508 -3.283 -0.056 0.027 -0.104 0.23
C -1.872 1.435 -3.411 0.117 0.036 0.235 -0.34
P 0.883 -0.284 -0.554 0.542 0.673 -0.061 1.22
C -2.907 -4.496 1.450 -0.079 0.068 -0.093 -0.91
H -3.155 -6.890 2.799 0.009 -0.008 0.001 0.44
C -1.926 3.648 0.784 -0.056 -0.014 -0.026 -0.20
C -1.202 -7.730 2.486 -0.014 -0.055 0.028 -0.58
C 3.588 -0.211 0.291 -0.077 -0.015 0.045 -0.54
C 0.414 2.385 3.023 -0.198 -0.330 0.004 0.14
N 1.659 4.684 3.962 0.078 0.203 0.082 -0.62
C 2.839 1.718 -4.208 0.024 0.053 -0.034 -0.81
H 3.308 2.197 -5.057 -0.009 -0.030 -0.010 0.42
C -0.230 3.218 3.924 -0.084 -0.131 -0.013 -0.36
C 0.345 -6.382 1.231 0.017 0.014 -0.025 -0.77
C 1.598 -0.113 -3.272 0.017 0.014 0.166 -0.92
C 2.273 3.871 3.109 -0.085 -0.077 -0.021 -0.56
H -1.232 3.000 4.269 -0.004 0.061 0.010 0.39
C 2.116 -1.614 1.566 0.127 -0.004 -0.040 0.39
C 0.437 4.357 4.363 -0.027 -0.100 -0.045 -0.37
H -2.232 5.431 1.927 0.006 -0.009 -0.010 0.45
H 5.596 -0.078 1.007 0.000 -0.023 0.006 0.45
Te -1.675 -2.705 1.437 -0.037 -0.774 0.156 0.01
C -1.286 2.050 -2.307 0.011 0.022 0.156 1.26
C -2.177 -6.750 2.353 -0.025 0.005 -0.032 -0.83
C -0.616 3.258 -2.474 0.073 -0.085 -0.126 -0.24
C -1.123 3.213 -4.824 -0.011 0.023 -0.062 -0.57
C -4.662 3.230 1.078 -0.078 0.009 0.000 -0.64
H 3.274 4.164 2.810 -0.002 -0.041 -0.016 0.39
C 4.616 -0.504 1.176 0.046 0.038 -0.039 -0.77
H -2.255 1.531 -5.522 0.025 -0.012 0.009 0.46
C 2.894 2.326 -2.960 -0.009 0.027 0.084 -0.68
C 3.145 -1.906 2.447 -0.061 -0.037 -0.007 -1.03
C -0.622 -5.399 1.102 -0.180 0.002 0.141 0.70
C -1.787 2.008 -4.671 -0.081 -0.028 -0.115 -0.95
C -2.698 4.559 1.485 0.048 0.045 0.015 -0.77
H 2.268 2.213 -0.905 0.029 0.048 0.016 0.49
H 2.239 2.077 1.919 0.003 0.027 -0.006 0.29
Te -0.548 0.630 2.246 0.621 0.934 -0.008 0.22
C -0.499 -3.282 -3.563 -0.017 -0.250 -0.240 0.96
C -4.062 4.349 1.636 -0.011 0.028 0.019 -0.61
H -3.652 -4.446 2.239 0.050 0.104 0.035 0.52
H 1.328 -6.234 0.801 0.001 -0.005 0.019 0.47
H -0.856 3.790 0.692 0.024 0.001 0.036 0.37
Y -1.652 -1.281 -1.256 0.354 -0.275 0.760 1.23
H -0.021 4.780 -3.853 -0.011 -0.008 -0.026 0.44
C 0.066 1.161 0.225 -0.911 -1.191 0.200 -0.91
C 2.184 0.508 -4.367 0.035 -0.070 -0.110 -0.53
P -1.520 1.298 -0.654 -0.240 1.690 -0.178 0.03
C -0.376 -4.102 0.381 0.120 -0.043 0.023 -0.66
H 1.157 -2.086 1.717 -0.055 0.092 0.073 0.07
H -3.411 -4.588 0.488 -0.011 0.074 0.017 0.35
H 3.793 0.415 -0.564 0.008 0.047 0.002 0.46
H 0.663 -3.781 0.396 -0.055 0.046 0.066 0.48
C 1.697 2.709 2.612 0.036 -0.052 -0.061 0.16
H -1.068 3.678 -5.800 0.012 -0.025 -0.004 0.42
C -0.537 3.837 -3.729 0.050 0.029 0.134 -0.72
C 2.313 -0.734 0.500 -0.245 -0.299 -0.079 0.64
C -1.892 -5.589 1.653 0.170 0.031 0.005 0.62
N -1.092 -2.597 -2.763 0.041 -0.494 -0.857 -1.06
H -4.657 5.060 2.194 -0.004 -0.010 -0.008 0.42
H 1.111 -1.076 -3.379 0.021 0.021 -0.076 0.20
C 2.280 1.729 -1.873 -0.125 -0.042 -0.123 -0.26
H -5.724 3.069 1.203 0.011 -0.008 -0.028 0.42
H -4.361 1.442 -0.071 -0.023 -0.011 0.034 0.28
C -2.528 2.523 0.225 0.007 -0.178 -0.003 0.74
C 0.051 -7.550 1.923 0.028 0.014 -0.028 -0.61
O 0.066 -3.957 -4.326 -0.037 0.157 0.126 -0.47
H 2.964 -2.577 3.277 0.019 -0.003 -0.005 0.47
C 4.395 -1.337 2.261 0.048 -0.031 0.014 -0.60
H -0.153 3.730 -1.617 0.018 0.056 -0.015 0.30
```
Positions in Å, forces in eV/Å.


Going through the records in order, we get ΔE to the lowest compared entry with this formula, charge and spin values of 0.0; 52.4 kJ/mol.